Computed, not measured: 2 unconnected molecules or ions with the total composition C6H7N3 at a distorted geometry, with wB97M-V/def2-TZVPD.

Last column: Löwdin spin population.
Atoms and positions in Å:
C: 2.86 -0.72 -0.27  0.028
C: 2.06 -1.59 -0.56  0.018
C: 3.50 0.47 -0.25  0.007
C: -0.21 -0.66 0.93  0.656
C: 0.09 1.24 -0.76  0.627
C: -2.71 -0.21 0.38  0.026
N: 3.94 1.53 -0.34  0.014
N: -0.29 0.27 0.06  0.374
N: -1.37 -0.74 -0.02  0.073
H: -0.14 -0.46 1.98  0.074
H: 0.95 1.88 -0.44  0.042
H: 1.23 -2.18 -0.82  0.007
H: -0.50 1.32 -1.70  0.046
H: -2.81 0.12 1.49  0.000
H: -3.10 0.66 -0.12  0.006
H: -3.49 -0.90 0.46  0.001

Values from the calculation:
Multiplicity   3
Energy relative to the best compared isomer or geometry (same formula, charge and spin)   122.67 kcal/mol
LUMO energy (alpha / beta)   0.4971 / -0.9528 eV
Molar mass   121.14 g mol⁻¹
HOMO-LUMO gap (alpha / beta)   6.21 / 8.87 eV